1.
ORCA calculation (the ωB97M-V functional and the def2-TZVPD basis) on a 2-piece molecular cluster, C7H8BrOP overall.

Its frontier orbital gap is 8.56 eV. As for the LUMO energy: -0.0335 Ha. Its SMILES is O=Pc1ccccc1.CBr. As for the highest occupied orbital energy: -9.47 eV.

CARTESIAN COORDINATES (ANGSTROEM)
C (0.825, 1.209, -1.602)
C (-0.489, 1.666, -1.401)
C (1.087, -0.142, -1.538)
C (-1.522, 0.733, -1.162)
C (0.103, -1.022, -1.138)
C (-1.262, -0.574, -0.907)
C (0.997, -0.198, 3.130)
O (-1.694, -3.073, -0.312)
P (-2.439, -1.799, -0.313)
Br (0.475, 1.502, 2.472)
H (1.605, 1.850, -1.916)
H (-0.597, 2.754, -1.501)
H (2.084, -0.475, -1.574)
H (-2.589, 1.081, -0.980)
H (0.406, -2.121, -1.080)
H (1.244, -0.822, 2.234)
H (1.720, 0.056, 3.933)
H (0.046, -0.624, 3.655)

---

2.
ORCA calculation (the ωB97M-V functional and the def2-TZVPD basis) on C18H30ClN3ORbTa as an isolated structure.

Its frontier orbital gap (alpha / beta) is 4.20 / 4.23 eV. Its net charge is +2. As for the LUMO energy (alpha / beta): -0.3654 / -0.3647 Ha. As for the highest occupied orbital energy (alpha / beta): -14.14 / -14.15 eV.

CARTESIAN COORDINATES (ANGSTROEM)
N (1.833, -0.270, 0.315)
C (2.941, -0.946, 0.633)
O (3.907, -1.166, -0.150)
Rb (2.632, -0.601, -1.893)
Ta (0.000, 0.000, 0.000)
N (-0.561, -1.489, -1.266)
N (-0.308, 1.704, -1.018)
C (-0.424, -2.936, -0.928)
C (0.312, 3.051, -1.116)
C (0.767, -3.543, -1.705)
C (-1.722, -3.703, -1.260)
C (-0.148, -3.062, 0.581)
C (0.012, 3.679, -2.495)
C (-0.223, 3.966, 0.009)
C (1.836, 2.914, -0.963)
H (0.674, -3.360, -2.791)
H (0.825, -4.636, -1.555)
H (1.716, -3.110, -1.339)
H (-2.586, -3.225, -0.766)
H (-1.648, -4.743, -0.896)
H (-1.918, -3.742, -2.345)
H (0.750, -2.486, 0.876)
H (0.039, -4.115, 0.851)
H (-1.010, -2.706, 1.169)
H (0.320, 2.995, -3.306)
H (0.568, 4.625, -2.608)
H (-1.060, 3.906, -2.620)
H (-1.324, 4.037, -0.027)
H (0.184, 4.988, -0.087)
H (0.064, 3.563, 0.994)
H (2.087, 2.390, -0.026)
H (2.314, 3.908, -0.959)
H (2.249, 2.345, -1.820)
C (-1.712, 1.623, -1.427)
H (-2.119, 0.623, -1.153)
H (-2.360, 2.370, -0.925)
H (-1.848, 1.709, -2.523)
C (-1.149, -1.203, -2.577)
H (-2.241, -1.398, -2.610)
H (-0.985, -0.142, -2.827)
H (-0.685, -1.810, -3.382)
Cl (-0.403, 2.842, 3.822)
C (0.412, 1.299, 4.062)
C (1.324, 1.210, 5.121)
C (1.993, 0.014, 5.381)
C (1.756, -1.103, 4.582)
C (0.850, -1.027, 3.522)
C (0.169, 0.169, 3.242)
C (-0.844, 0.194, 2.121)
H (1.510, 2.069, 5.752)
H (2.690, -0.050, 6.206)
H (2.264, -2.035, 4.791)
H (0.668, -1.913, 2.946)
H (-1.599, -0.603, 2.290)
H (-1.405, 1.147, 2.106)

---

3.
ORCA calculation (the ωB97M-V functional and the def2-TZVPD basis) on an isolated ion of composition C2H4BrO2S and charge -1.

Its frontier orbital gap is 7.59 eV. Its net charge is -1. As for the LUMO energy: 0.1383 Ha. As for the highest occupied orbital energy: -3.83 eV.

CARTESIAN COORDINATES (ANGSTROEM)
C (-1.243, -0.399, 0.327)
C (-0.337, 0.190, -0.695)
O (-0.004, 1.482, -0.612)
O (1.348, 0.488, 1.301)
S (1.377, 0.595, -0.138)
Br (3.744, -0.564, -0.020)
H (-0.581, -1.116, 1.012)
H (-1.998, -1.069, -0.320)
H (-1.871, 0.436, 0.934)
H (-0.435, -0.043, -1.788)

---

4.
ORCA calculation (the ωB97M-V functional and the def2-TZVPD basis) on a 2-piece molecular cluster, C9H14 overall.

Its frontier orbital gap is 9.96 eV. As for the LUMO energy: 0.0354 Ha. Its SMILES is Cc1ccccc1.CC. As for the highest occupied orbital energy: -9.00 eV.

CARTESIAN COORDINATES (ANGSTROEM)
C (-0.101, 1.675, 0.019)
C (2.637, -0.501, -1.822)
C (2.579, -1.617, -1.045)
C (1.786, 0.646, -1.551)
C (0.888, 0.605, -0.462)
C (1.620, -1.755, -0.009)
C (0.861, -0.588, 0.225)
H (3.495, -0.208, -2.433)
H (3.385, -2.264, -1.178)
H (1.598, 1.486, -2.212)
H (1.796, -2.526, 0.720)
H (0.246, 1.973, 0.962)
H (-1.122, 1.145, 0.193)
H (0.063, -0.709, 1.025)
H (-0.327, 2.675, -0.547)
C (-4.398, 0.037, 2.190)
C (-3.472, 0.813, 1.331)
H (-3.983, -0.913, 2.183)
H (-4.503, 0.513, 3.215)
H (-5.406, 0.039, 1.617)
H (-3.116, 1.724, 1.775)
H (-3.865, 0.937, 0.309)
H (-2.662, 0.240, 1.121)

---

5.
ORCA calculation (the ωB97M-V functional and the def2-TZVPD basis) on a 2-piece molecular cluster, C6H9O4S overall.

Its frontier orbital gap is 8.26 eV. Its net charge is -1. As for the LUMO energy: 0.1348 Ha. As for the highest occupied orbital energy: -4.60 eV.

CARTESIAN COORDINATES (ANGSTROEM)
C (1.008, -3.227, -0.909)
C (1.263, -2.064, -0.972)
C (0.089, -0.350, 1.743)
C (-1.804, 1.292, -1.045)
C (-1.521, 0.218, -0.011)
C (-0.182, 0.346, 0.642)
O (1.180, 1.200, -1.493)
O (1.317, -0.554, 2.321)
O (0.693, 2.693, 0.375)
O (2.332, 0.892, 0.636)
S (1.100, 1.367, -0.058)
H (0.901, -4.131, -0.497)
H (2.085, -0.067, 1.828)
H (1.559, -1.013, -1.313)
H (-0.634, -0.926, 2.279)
H (-1.751, 2.260, -0.568)
H (-2.729, 1.200, -1.466)
H (-1.104, 1.412, -1.849)
H (-1.426, -0.826, -0.362)
H (-2.376, 0.279, 0.718)

---

6.
ORCA calculation (the ωB97M-V functional and the def2-TZVPD basis) on a 2-piece molecular cluster, C4H10OS overall.

Its frontier orbital gap is 9.75 eV. As for the LUMO energy: 0.0307 Ha. Its SMILES is C=CO.CCS. As for the highest occupied orbital energy: -8.91 eV.

CARTESIAN COORDINATES (ANGSTROEM)
C (0.176, 0.446, 1.806)
C (1.610, 0.261, 1.364)
S (1.862, -1.014, 0.090)
H (-0.218, -0.413, 2.339)
H (-0.463, 0.492, 0.916)
H (0.044, 1.386, 2.342)
H (1.976, 1.163, 0.864)
H (2.310, 0.084, 2.188)
H (2.449, -2.012, 0.765)
C (-0.583, 0.376, -2.163)
C (-1.795, 0.169, -1.637)
O (-2.151, -0.933, -0.877)
H (-0.500, 1.376, -2.546)
H (0.060, -0.487, -2.238)
H (-2.621, 0.841, -1.791)
H (-2.157, -1.735, -1.421)

---

no.,F_max (eV Å⁻¹)
1,3.63
2,8.57
3,3.50
4,3.93
5,3.60
6,2.28